C34H45Ge2N3PV | wB97M-V/def2-TZVPD

Summary:
**Spin multiplicity**: 4
**Net charge**: +1
**Gap between HOMO and LUMO (spin up / spin down)**: 0.2852 / 0.2226 hartree
**Energy above the lowest of the compared OMol25 structures with the same formula, charge and spin**: 0.0 kcal/mol

CARTESIAN COORDINATES (ANGSTROEM)
C  -7.37587  -21.11909  9.64069
H  -9.33923  -8.66654  7.34350
H  -9.07074  -17.20080  10.73979
N  -7.16215  -13.20053  8.94236
V  -8.32926  -15.88749  7.40539
H  -5.55165  -10.60184  6.73208
H  -6.85172  -20.26219  10.03433
H  -7.11626  -18.56657  5.00946
H  -9.91248  -15.49468  3.88291
C  -9.16271  -18.07441  4.45017
C  -7.28538  -11.78095  6.34024
C  -13.93526  -12.93318  6.47128
C  -7.64520  -17.92183  4.29634
H  -6.68368  -12.63406  6.06613
H  -3.69897  -18.88452  8.79659
H  -7.43417  -16.62976  10.95870
C  -9.21763  -14.86542  1.97467
H  -8.00346  -18.21566  12.76225
H  -7.28286  -18.15957  3.29536
H  -7.52992  -24.46473  10.07547
H  -8.45013  -13.97837  0.18076
H  -11.93648  -17.05076  7.47501
H  -13.46191  -13.50105  8.49423
H  -6.87090  -8.58264  7.38412
H  -11.06689  -13.75826  8.04007
H  -4.84105  -19.15409  10.10377
C  -8.68181  -23.33290  8.65166
C  -11.71453  -17.16376  6.40690
H  -10.50316  -10.71054  6.60196
N  -7.02673  -14.64724  8.92743
C  -8.96604  -22.08424  8.13239
H  -9.69033  -22.00468  7.33619
C  -9.41721  -10.70580  6.66513
H  -14.99425  -12.81494  6.68181
H  -9.48643  -15.78896  1.49757
C  -7.74835  -23.47389  9.67613
H  -11.91152  -16.20000  5.94081
C  -9.11665  -13.48651  3.96061
H  -9.72993  -17.52913  3.69998
H  -6.35132  -22.46069  10.97097
C  -12.60801  -18.27763  5.79379
C  -11.71938  -13.45440  7.23523
C  -8.02147  -17.51602  10.69362
C  -8.68471  -11.83862  6.30276
H  -7.08659  -15.00826  9.86385
H  -11.72131  -12.65213  3.93075
H  -8.33109  -19.50332  11.59446
H  -12.41240  -18.41101  4.72953
C  -7.09610  -22.36085  10.17963
H  -10.11176  -20.19228  6.82581
H  -6.70147  -18.91360  11.80016
P  -9.46554  -13.31473  5.69661
H  -6.74706  -12.85174  9.79331
C  -8.50931  -12.47827  3.21643
Ge  -9.78411  -17.63939  6.29463
H  -14.13645  -12.42253  4.39825
C  -7.75131  -18.60204  11.77126
H  -8.20684  -11.55511  3.69111
H  -7.80302  -11.85860  1.27455
H  -12.44537  -19.25409  6.26978
H  -5.25483  -16.95329  8.82604
C  -13.07179  -13.30851  7.49137
C  -8.75901  -9.54293  7.06214
C  -11.21532  -13.21817  5.94790
H  -9.47952  -19.12225  4.34322
C  -8.62902  -13.83993  1.23646
N  -8.89112  -14.56103  6.44899
C  -8.26366  -12.65165  1.85384
C  -8.58365  -19.55228  8.10209
C  -9.53498  -19.34223  7.18013
C  -8.30953  -20.94091  8.62543
C  -13.44858  -12.71556  5.18570
C  -7.37101  -9.50437  7.08585
H  -5.01954  -20.01299  8.57881
H  -7.32772  -16.90047  4.50870
H  -13.66843  -18.04281  5.89853
H  -5.48263  -17.86617  7.36437
C  -9.45936  -14.68432  3.32781
C  -4.75289  -19.05726  9.02377
H  -9.17584  -24.21423  8.25967
C  -12.08994  -12.85028  4.92371
H  -6.07749  -14.81066  8.62820
C  -5.62339  -17.90591  8.44204
Ge  -7.61917  -17.95813  8.76380
C  -6.63559  -10.62281  6.72997
H  -8.14592  -12.98157  8.93514